# 1
109
Properties=species:S:1:pos:R:3:lowdin_charge:R:1 method="wB97M-V/def2-TZVPD" total_charge=+3 gap_ev=6.62
C 4.370 -16.801 -4.932 -0.06
C 5.274 -16.134 -5.707 -0.38
C 6.652 -15.652 -5.180 -0.36
O 7.564 -15.036 -5.817 -0.01
C 6.932 -15.946 -3.867 -0.04
C 6.001 -16.630 -2.972 -0.38
C 4.629 -17.073 -3.531 -0.37
O 3.870 -17.805 -2.881 -0.02
O 6.210 -16.730 -1.756 -0.06
O 4.945 -15.997 -6.942 -0.08
H 3.454 -17.160 -5.378 0.09
H 7.865 -15.677 -3.393 0.06
C 7.391 -20.417 -2.699 -0.03
C 8.261 -19.660 -3.714 -0.18
N 7.879 -19.879 -5.080 -0.05
C 8.705 -20.226 -6.112 0.02
C 7.935 -20.108 -7.269 0.00
N 6.690 -19.745 -6.899 -0.06
C 6.667 -19.478 -5.536 0.06
C 5.529 -19.484 -7.777 0.01
H 6.329 -20.192 -2.788 0.08
H 7.789 -20.271 -1.694 0.06
H 7.439 -21.489 -2.893 0.09
H 9.304 -19.933 -3.555 0.12
H 8.160 -18.602 -3.475 0.10
H 9.713 -20.608 -6.046 0.14
H 8.142 -20.221 -8.323 0.14
H 5.794 -19.049 -5.067 0.15
H 5.785 -19.130 -8.776 0.09
H 4.854 -18.771 -7.303 0.09
H 4.989 -20.412 -7.968 0.10
C 0.784 -15.243 -5.874 -0.06
C -0.415 -16.051 -5.356 -0.14
N -0.301 -16.537 -3.977 -0.03
C -1.289 -16.709 -3.020 0.00
C -0.734 -17.117 -1.822 0.00
N 0.597 -17.352 -2.048 -0.06
C 0.831 -17.029 -3.377 0.04
C 1.595 -17.879 -1.105 0.01
H 0.956 -14.350 -5.273 0.09
H 0.734 -14.880 -6.901 0.08
H 1.762 -15.709 -5.995 0.05
H -0.695 -16.884 -6.001 0.13
H -1.259 -15.366 -5.430 0.13
H -2.271 -16.326 -3.252 0.14
H -1.107 -17.322 -0.829 0.14
H 1.770 -17.155 -3.895 0.13
H 2.305 -17.075 -0.910 0.07
H 2.124 -18.724 -1.546 0.10
H 1.104 -18.102 -0.158 0.10
C 10.216 -14.570 -3.503 -0.05
C 10.579 -15.984 -4.012 -0.18
N 10.849 -16.901 -2.933 -0.03
C 11.851 -17.879 -2.929 0.04
C 11.576 -18.683 -1.837 -0.03
N 10.391 -18.393 -1.262 -0.10
C 9.902 -17.270 -1.916 0.06
C 9.859 -18.989 -0.093 -0.01
H 9.607 -13.922 -4.133 0.09
H 11.136 -14.172 -3.076 0.09
H 9.569 -14.683 -2.633 0.05
H 11.407 -15.863 -4.711 0.13
H 9.841 -16.481 -4.641 0.12
H 12.670 -17.872 -3.633 0.14
H 12.045 -19.556 -1.409 0.15
H 8.922 -16.857 -1.728 0.13
H 9.532 -20.023 -0.206 0.10
H 8.984 -18.436 0.249 0.11
H 10.493 -18.881 0.787 0.12
C 4.103 -14.076 1.323 0.03
C 4.026 -14.328 -0.181 -0.27
O 3.018 -14.737 -0.813 0.10
N 5.361 -14.179 -0.970 0.10
H 6.107 -13.916 -0.342 0.16
H 5.644 -15.079 -1.329 0.08
C 5.245 -13.201 -2.207 0.07
H 3.815 -14.940 1.922 0.11
H 3.390 -13.308 1.624 0.11
H 5.036 -13.637 1.677 0.09
H 4.362 -13.497 -2.774 0.10
H 6.109 -13.106 -2.865 0.10
H 5.055 -12.344 -1.560 0.10
C 2.984 -19.494 -10.075 -0.08
C 2.808 -18.229 -10.931 -0.22
C 3.890 -17.279 -10.515 -0.15
N 3.838 -15.899 -11.212 -0.22
C 4.146 -15.929 -12.749 0.07
C 4.805 -14.914 -10.492 -0.06
C 4.284 -13.474 -10.780 -0.14
C 2.803 -13.599 -11.060 -0.15
C 2.501 -15.122 -10.946 -0.07
H 2.786 -19.252 -9.030 0.08
H 3.968 -19.894 -10.319 0.08
H 2.260 -20.257 -10.361 0.09
H 1.879 -17.695 -10.728 0.11
H 2.786 -18.520 -11.981 0.12
H 4.884 -17.663 -10.743 0.13
H 3.938 -17.035 -9.454 0.12
H 3.456 -16.587 -13.277 0.10
H 5.132 -16.365 -12.910 0.10
H 4.143 -14.894 -13.093 0.10
H 5.795 -15.102 -10.906 0.14
H 4.669 -15.114 -9.429 0.11
H 4.757 -13.063 -11.672 0.12
H 4.400 -12.867 -9.882 0.13
H 2.705 -13.249 -12.088 0.11
H 2.149 -12.933 -10.498 0.12
H 1.667 -15.475 -11.552 0.13
H 2.337 -15.379 -9.899 0.12

# 2
125
Properties=species:S:1:pos:R:3:lowdin_charge:R:1 method="wB97M-V/def2-TZVPD" total_charge=-2 gap_ev=5.52 e_above_lowest_kcal_mol=0.0
Rb 0.950 -0.495 -0.150 0.89
O 5.533 -0.732 -2.048 -0.33
S 4.445 -1.318 -1.289 0.45
O 4.131 -2.685 -1.727 -0.60
O 3.271 -0.442 -1.215 -0.52
C 5.060 -1.579 0.387 -0.21
C 6.144 -0.787 0.735 -0.06
C 6.764 -0.922 1.970 -0.09
C 6.304 -1.875 2.859 -0.08
C 5.217 -2.669 2.517 -0.06
C 4.578 -2.541 1.293 -0.20
S 3.074 -3.550 1.088 0.43
O 3.399 -4.690 0.271 -0.32
O 2.661 -3.865 2.443 -0.33
O 2.194 -2.558 0.449 -0.60
H 6.506 -0.068 0.012 0.10
H 7.605 -0.288 2.225 0.09
H 6.772 -1.997 3.828 0.10
H 4.817 -3.387 3.220 0.11
O 2.528 -0.174 2.061 -0.13
H 2.724 0.355 1.280 -0.02
H 2.374 -1.073 1.718 -0.04
O -1.608 0.821 0.364 -0.33
H -2.305 1.381 0.009 0.00
H -2.088 -0.127 0.370 -0.12
I 2.053 -3.319 -2.917 0.52
I -0.082 -4.047 -4.503 -0.03
N 2.104 0.085 -4.419 0.04
H 2.630 0.890 -4.737 0.00
H 2.409 -0.724 -4.947 -0.01
H 2.410 -0.082 -3.463 -0.04
C -2.906 -1.522 -4.918 -0.09
N -3.049 -1.236 -3.502 -0.19
C -4.241 -1.708 -2.813 -0.05
C -1.951 -1.096 -2.767 -0.30
N -1.014 -0.884 -2.131 0.12
H -3.645 -0.948 -5.482 0.08
H -3.049 -2.589 -5.121 0.06
H -1.907 -1.245 -5.246 0.07
H -5.117 -1.173 -3.187 0.08
H -4.111 -1.509 -1.746 0.06
H -4.384 -2.782 -2.972 0.08
C 5.359 2.208 -2.505 -0.02
O 4.392 2.468 -1.473 -0.05
C 3.168 2.778 -1.887 -0.58
O 2.833 2.843 -3.048 0.07
C 2.239 2.919 -0.723 -0.31
C 2.514 3.745 0.312 -0.32
As 3.217 5.395 -0.423 1.36
C 3.197 6.700 1.045 -0.29
C 1.397 5.720 -1.190 -0.30
C 0.516 4.801 -1.595 -0.27
As 0.280 2.904 -0.936 1.40
C -0.038 2.034 -2.662 -0.27
C -0.644 5.192 -2.459 -0.55
O -1.779 5.227 -2.054 0.10
O -0.389 5.499 -3.740 -0.01
C 0.935 5.346 -4.289 -0.02
C 1.228 7.180 -1.470 -0.56
O 1.943 7.786 -2.232 0.08
O 0.272 7.841 -0.800 -0.02
C -0.447 7.203 0.281 -0.02
C 1.615 3.681 1.515 -0.58
O 1.130 4.631 2.090 0.07
O 1.482 2.415 1.888 -0.09
C 0.495 2.102 2.890 -0.01
H 6.328 2.343 -2.031 0.09
H 5.227 2.911 -3.325 0.09
H 5.246 1.180 -2.841 0.07
H 4.212 6.777 1.433 0.01
H 2.507 6.416 1.832 0.01
H 2.920 7.667 0.622 0.02
H 0.400 2.604 -3.474 0.01
H -1.114 1.914 -2.777 0.03
H 0.409 1.043 -2.676 -0.02
H 1.556 6.199 -4.023 0.08
H 0.788 5.313 -5.366 0.09
H 1.409 4.426 -3.954 0.06
H -0.928 8.021 0.810 0.09
H 0.231 6.673 0.948 0.07
H -1.197 6.518 -0.106 0.08
H 0.764 1.110 3.239 0.08
H -0.484 2.078 2.411 0.09
H 0.531 2.837 3.691 0.09
C -2.179 -0.827 3.588 -0.10
C -2.069 -2.280 3.093 -0.58
C -2.401 -3.226 4.249 -0.09
C -0.588 -2.466 2.736 -0.10
P -3.090 -2.412 1.477 0.81
N -2.955 -1.198 0.552 -0.24
C -4.925 -2.671 2.043 -0.59
C -5.319 -4.018 2.652 -0.10
C -5.821 -2.386 0.829 -0.12
C -5.259 -1.568 3.058 -0.12
C -2.566 -4.071 0.670 -0.58
C -2.319 -5.276 1.583 -0.09
C -3.643 -4.458 -0.353 -0.10
C -1.294 -3.803 -0.147 -0.09
H -1.352 -0.629 4.280 0.08
H -3.106 -0.628 4.122 0.05
H -2.108 -0.133 2.747 0.06
H -1.656 -3.089 5.043 0.08
H -2.373 -4.276 3.960 0.06
H -3.379 -3.020 4.687 0.05
H 0.015 -2.150 3.594 0.09
H -0.322 -1.820 1.903 0.04
H -0.288 -3.484 2.504 0.06
H -5.261 -4.832 1.930 0.05
H -6.361 -3.966 2.997 0.08
H -4.705 -4.287 3.512 0.05
H -5.882 -3.230 0.142 0.06
H -5.427 -1.520 0.297 0.05
H -6.838 -2.161 1.171 0.07
H -4.834 -1.763 4.041 0.05
H -6.347 -1.512 3.177 0.07
H -4.901 -0.601 2.703 0.08
H -3.170 -5.512 2.224 0.05
H -1.440 -5.140 2.212 0.06
H -2.124 -6.155 0.957 0.08
H -4.542 -4.869 0.107 0.05
H -3.233 -5.222 -1.022 0.08
H -3.921 -3.598 -0.960 0.04
H -0.398 -3.729 0.463 0.06
H -1.402 -2.883 -0.721 0.04
H -1.137 -4.629 -0.849 0.08

# 3
116
Properties=species:S:1:pos:R:3:lowdin_charge:R:1 method="wB97M-V/def2-TZVPD" total_charge=-1 gap_ev=6.52
C -2.104 0.440 3.510 -0.22
C -1.370 1.781 3.249 -0.32
In -1.277 2.119 1.051 0.86
F -1.432 0.309 0.070 -0.47
C -3.000 3.420 0.488 -0.26
C -3.548 3.168 -0.945 -0.29
C -5.093 3.231 -1.029 -0.22
C -5.748 2.056 -1.787 -0.20
C -6.463 1.042 -0.898 -0.22
C -5.667 0.654 0.351 -0.23
C -4.565 -0.366 -0.054 -0.17
C -4.898 -1.752 0.496 -0.26
O -4.004 -2.747 0.067 -0.20
C -2.715 -2.650 0.685 -0.07
C 0.681 2.990 0.350 -0.24
C 1.898 2.314 1.016 -0.18
C 3.036 1.906 0.080 -0.43
F 2.904 2.329 -1.203 0.10
F 4.191 2.548 0.531 0.06
C 3.397 0.395 0.138 -0.39
F 4.662 0.237 -0.359 0.06
F 3.480 0.003 1.437 0.10
S 2.307 -0.757 -0.866 0.76
F 2.990 -0.281 -2.211 -0.13
F 1.147 0.275 -1.019 -0.10
F 1.611 -1.283 0.458 -0.12
F 3.408 -1.907 -0.678 -0.15
F 1.471 -1.788 -1.719 -0.11
H -2.660 0.106 2.635 0.01
H -2.840 0.531 4.311 0.05
H -1.407 -0.355 3.767 0.06
H -2.019 2.565 3.638 0.01
H -0.415 1.816 3.768 0.01
H -3.813 3.272 1.200 0.01
H -2.697 4.466 0.543 0.02
H -3.174 2.249 -1.395 0.08
H -3.172 3.985 -1.563 0.09
H -5.508 3.341 -0.029 0.07
H -5.366 4.143 -1.564 0.09
H -6.460 2.475 -2.500 0.09
H -4.985 1.556 -2.383 0.10
H -7.463 1.368 -0.605 0.09
H -6.600 0.121 -1.471 0.10
H -5.235 1.501 0.863 0.06
H -6.307 0.134 1.057 0.08
H -4.421 -0.398 -1.130 0.12
H -3.644 -0.064 0.441 0.07
H -4.891 -1.657 1.589 0.12
H -5.922 -1.995 0.202 0.12
H -2.454 -3.642 1.047 0.05
H -1.995 -2.353 -0.074 0.09
H -2.706 -1.932 1.498 0.07
H 0.665 2.927 -0.732 0.03
H 0.656 4.028 0.675 0.02
H 1.550 1.394 1.491 0.09
H 2.286 2.929 1.819 0.12
C -2.976 -8.024 -1.436 -0.11
C -4.162 -7.419 -0.693 -0.26
C -3.852 -6.044 -0.092 -0.19
C -2.758 -6.132 0.877 -0.25
N -1.900 -6.207 1.638 0.15
H -2.132 -8.196 -0.766 0.07
H -3.247 -8.986 -1.873 0.07
H -2.643 -7.368 -2.243 0.08
H -4.476 -8.102 0.100 0.11
H -5.004 -7.317 -1.380 0.11
H -4.727 -5.640 0.415 0.12
H -3.566 -5.337 -0.872 0.12
C 7.115 2.280 -0.687 -0.10
C 8.318 1.417 -1.052 -0.25
C 9.621 2.216 -1.172 -0.19
C 9.525 3.235 -2.221 -0.24
N 9.450 4.027 -3.049 0.14
H 6.906 3.027 -1.454 0.08
H 6.225 1.675 -0.572 0.04
H 7.286 2.798 0.259 0.08
H 8.120 0.901 -1.994 0.11
H 8.452 0.648 -0.288 0.09
H 10.453 1.555 -1.417 0.11
H 9.851 2.712 -0.229 0.12
C -7.942 5.619 1.105 -0.10
C -9.192 4.995 1.716 -0.26
C -8.878 4.070 2.897 -0.19
C -8.021 2.960 2.477 -0.19
N -7.334 2.099 2.147 0.21
H -7.275 4.859 0.695 0.06
H -8.210 6.291 0.289 0.07
H -7.386 6.194 1.847 0.08
H -9.728 4.435 0.947 0.11
H -9.861 5.787 2.060 0.10
H -9.798 3.657 3.312 0.11
H -8.369 4.621 3.689 0.12
C 4.351 -1.636 -4.852 -0.10
C 4.814 -2.630 -3.796 -0.26
C 5.914 -3.577 -4.288 -0.19
C 5.456 -4.383 -5.423 -0.24
N 5.098 -5.012 -6.314 0.14
H 3.912 -2.137 -5.716 0.07
H 3.592 -0.976 -4.439 0.06
H 5.183 -1.020 -5.201 0.08
H 3.955 -3.215 -3.462 0.11
H 5.183 -2.076 -2.932 0.10
H 6.216 -4.254 -3.488 0.12
H 6.793 -3.010 -4.601 0.12
C 5.881 -1.199 2.938 -0.09
C 7.068 -0.657 2.152 -0.26
C 8.374 -1.407 2.436 -0.19
C 8.750 -1.306 3.849 -0.24
N 9.039 -1.227 4.958 0.14
H 6.028 -1.092 4.014 0.08
H 4.982 -0.653 2.675 0.05
H 5.715 -2.256 2.719 0.09
H 7.199 0.403 2.381 0.12
H 6.850 -0.727 1.084 0.09
H 9.188 -0.995 1.838 0.11
H 8.270 -2.463 2.181 0.12

# 4
142
Properties=species:S:1:pos:R:3:lowdin_charge:R:1 method="wB97M-V/def2-TZVPD" smiles="CCON1c2c(c(OC[C@H](C)O)c(I)c(F)c2-c2cccnc2)Sc2cc(P(N)O)c(B(C)O)c([C@@H](I)[C@@H](C)I)c21.NC(N)=O.NC(N)=O.NC(N)=O.NC(N)=O.NC(N)=O.NC(N)=O.NC(N)=O.NC(N)=O.NC(N)=O" gap_ev=7.33
C 4.909 -5.735 -1.960 -0.11
C 3.459 -5.037 -2.416 -0.23
O 3.406 -3.604 -2.205 -0.20
N 2.622 -3.205 -1.196 -0.18
C 3.011 -1.721 -1.027 -0.02
C 2.634 -0.560 -2.173 -0.26
C 3.063 1.018 -2.072 -0.17
O 2.671 1.916 -3.200 -0.18
C 3.835 2.264 -4.031 -0.16
C 4.554 1.001 -4.789 -0.32
C 6.199 1.246 -4.666 -0.09
O 4.219 0.980 -6.250 -0.14
C 3.906 1.543 -0.758 -0.48
I 4.564 3.633 -0.491 0.78
C 4.286 0.417 0.378 -0.10
F 5.083 0.861 1.545 -0.10
C 3.870 -1.165 0.274 -0.01
C 4.395 -2.156 1.507 -0.12
C 3.721 -1.919 3.004 -0.01
C 4.394 -2.966 4.123 -0.03
C 5.548 -3.961 3.549 -0.13
N 6.100 -4.143 2.176 -0.03
C 5.546 -3.240 1.127 -0.09
S 1.614 -1.255 -3.638 0.84
C 0.497 -2.490 -2.695 -0.33
C -1.090 -2.611 -3.121 -0.05
C -1.976 -3.654 -2.215 -0.26
P -3.861 -3.782 -2.685 0.87
N -4.494 -2.142 -2.229 -0.22
O -4.029 -3.965 -4.409 -0.36
C -1.336 -4.534 -0.944 0.01
B -2.462 -5.466 -0.172 -0.47
C -3.613 -4.934 0.873 -0.06
O -2.435 -6.925 -0.481 0.00
C 0.276 -4.422 -0.502 -0.14
C 0.748 -5.289 0.769 -0.71
I 2.829 -5.721 1.115 1.02
C 0.171 -4.507 2.132 -0.73
C 0.954 -5.017 3.519 -0.27
I 0.221 -2.309 1.946 0.89
C 1.153 -3.387 -1.443 -0.09
H 4.739 -6.802 -1.505 0.07
H 5.618 -5.743 -2.920 0.09
H 5.388 -5.061 -1.131 0.04
H 3.400 -5.227 -3.593 0.13
H 2.616 -5.686 -1.942 0.09
H 3.456 2.998 -4.891 0.16
H 4.679 2.861 -3.461 0.08
H 4.291 -0.056 -4.361 0.13
H 6.824 0.490 -5.307 0.09
H 6.376 2.369 -5.026 0.11
H 6.529 1.235 -3.529 0.08
H 5.013 0.609 -6.761 0.10
H 2.903 -1.123 3.260 0.06
H 4.060 -2.944 5.264 0.09
H 6.036 -4.670 4.380 0.11
H 5.948 -3.300 0.030 0.11
H -1.506 -1.952 -3.995 0.10
H -4.173 -1.875 -1.267 0.04
H -4.065 -1.400 -2.853 0.04
H -3.456 -4.760 -4.639 0.07
H -3.880 -3.800 0.757 0.07
H -4.610 -5.542 0.630 0.10
H -3.305 -5.258 1.960 0.08
H -2.129 -7.459 0.311 0.11
H 0.199 -6.350 0.801 0.10
H -0.974 -4.773 2.340 0.08
H 1.066 -6.184 3.577 0.07
H 1.933 -4.416 3.740 0.03
H 0.197 -4.730 4.398 0.08
N -2.410 2.302 0.993 0.15
C -1.748 1.460 1.806 -0.72
N -0.416 1.432 1.618 0.16
O -2.310 0.776 2.647 -0.01
H -1.965 2.873 0.294 0.06
H -3.415 2.354 1.101 0.08
H 0.119 0.811 2.210 0.06
H 0.064 1.988 0.931 0.10
N -3.032 6.379 -1.793 0.16
C -2.913 5.642 -0.674 -0.69
N -3.067 6.333 0.470 0.18
O -2.684 4.443 -0.695 0.01
H -3.220 7.367 -1.796 0.10
H -2.923 5.897 -2.676 0.11
H -2.985 5.816 1.335 0.09
H -3.256 7.320 0.507 0.11
N -5.135 3.543 2.803 0.16
C -5.928 4.544 3.226 -0.72
N -6.952 4.154 4.006 0.17
O -5.733 5.712 2.927 0.00
H -5.279 2.575 3.039 0.11
H -4.352 3.793 2.214 0.07
H -7.573 4.877 4.346 0.07
H -7.129 3.198 4.263 0.10
N 0.922 -2.862 8.015 0.15
C 1.315 -2.752 6.733 -0.70
N 1.461 -1.486 6.301 0.17
O 1.522 -3.721 6.020 -0.01
H 0.747 -2.075 8.618 0.10
H 0.800 -3.797 8.380 0.11
H 1.756 -1.359 5.341 0.08
H 1.296 -0.675 6.872 0.10
N -8.696 8.892 3.784 0.15
C -9.081 7.611 3.642 -0.70
N -10.006 7.409 2.686 0.16
O -8.627 6.705 4.324 0.02
H -9.058 9.651 3.232 0.10
H -8.001 9.088 4.493 0.11
H -10.323 6.458 2.546 0.12
H -10.392 8.141 2.115 0.10
N 1.403 -4.171 -5.948 0.16
C 1.796 -4.060 -7.230 -0.72
N 1.943 -2.795 -7.662 0.15
O 2.003 -5.030 -7.942 0.02
H 1.228 -3.384 -5.345 0.03
H 1.281 -5.106 -5.582 0.11
H 2.237 -2.668 -8.622 0.11
H 1.777 -1.984 -7.090 0.09
N 10.785 2.172 -3.675 0.15
C 9.702 1.775 -2.981 -0.70
N 9.763 2.024 -1.661 0.16
O 8.743 1.234 -3.508 0.00
H 11.584 2.619 -3.259 0.10
H 10.780 2.003 -4.672 0.11
H 8.968 1.741 -1.102 0.11
H 10.544 2.468 -1.209 0.10
N -2.801 6.112 4.342 0.16
C -1.539 6.252 4.785 -0.73
N -1.269 7.450 5.335 0.14
O -0.706 5.364 4.695 0.02
H -3.501 6.832 4.407 0.10
H -3.046 5.226 3.921 0.09
H -0.329 7.596 5.681 0.11
H -1.941 8.193 5.417 0.10
N -7.100 1.428 -2.112 0.15
C -8.325 0.882 -2.203 -0.73
N -8.331 -0.453 -2.369 0.15
O -9.349 1.543 -2.139 0.01
H -6.245 0.900 -2.162 0.09
H -7.051 2.431 -1.986 0.11
H -9.233 -0.904 -2.442 0.11
H -7.498 -1.015 -2.423 0.08